(1)
The following is a DFT calculation (the ωB97M-V functional and the def2-TZVPD basis) of C2H12N3PtS as an isolated structure.

XYZ file:
```
19
C2H12N3PtS, DFT the ωB97M-V functional and the def2-TZVPD basis
C 0.996 -0.497 1.645
Pt -0.253 -0.304 -0.087
N -1.346 0.440 -1.723
H -1.185 -1.464 0.366
H -2.194 0.944 -1.445
H 0.819 -1.234 -0.752
H 0.911 -1.545 1.963
H 0.679 0.107 2.519
H 2.088 -0.311 1.573
H -0.859 1.064 -2.383
H -1.624 -0.388 -2.243
N 2.373 3.339 2.142
C 2.067 3.037 0.837
N 2.595 3.902 -0.098
S 0.997 1.870 0.169
H 2.902 4.151 2.435
H 1.947 2.682 2.782
H 2.279 3.558 -1.010
H 3.131 4.737 0.054
```

- 2S+1: 5
- Frontier orbital gap (alpha / beta): 6.376 / 6.680 eV
- LUMO (alpha / beta): -3.3 / -7.0 eV
- Highest occupied orbital energy (alpha / beta): -9.63 / -13.64 eV
- Net charge: +1

natural (NBO) atomic charge list, values in e, 4 entries: number 1, C, carries -0.89; number 2, Pt, carries 0.81; number 3, N, carries -1.01; number 4, H, carries -0.20

(2)
The following is a DFT calculation (the ωB97M-V functional and the def2-TZVPD basis) of a 2-piece molecular cluster, C2H12N4 overall.

XYZ file:
```
18
C2H12N4, DFT the ωB97M-V functional and the def2-TZVPD basis
N 0.921 1.245 -1.379
C 1.829 1.955 -0.506
N 3.153 2.156 -1.098
H 0.667 1.803 -2.187
H 1.347 0.403 -1.750
H 1.373 2.890 -0.185
H 1.967 1.285 0.342
H 3.652 2.936 -0.702
H 3.170 2.123 -2.104
N -1.556 -1.720 -0.221
C -2.225 -1.461 1.029
N -2.187 -2.619 1.999
H -1.504 -2.720 -0.374
H -0.631 -1.325 -0.285
H -1.767 -0.620 1.550
H -3.273 -1.233 0.831
H -1.800 -2.198 2.833
H -3.137 -2.900 2.206
```

- Relative energy (zero: lowest compared OMol25 entry of this formula, charge and spin): 8.9 kcal per mole
- Frontier orbital gap: 10.074 eV
- LUMO: 1.1 eV
- Highest occupied orbital energy: -9.02 eV
- Net charge: 0

natural (NBO) atomic charge list, values in e, 4 entries: number 1, N, carries -0.83; number 2, C, carries -0.04; number 3, N, carries -0.88; number 4, H, carries 0.35

(3)
The following is a DFT calculation (the ωB97M-V functional and the def2-TZVPD basis) of a 2-piece molecular cluster, C2H12N4 overall.

XYZ file:
```
18
C2H12N4, DFT the ωB97M-V functional and the def2-TZVPD basis
C -1.376 -1.306 -0.338
C 0.967 0.937 -0.715
N 1.970 0.800 0.140
N -0.913 -0.131 0.353
N 2.392 -0.541 0.460
N -2.127 0.697 0.560
H -1.720 -0.940 -1.430
H -0.547 -1.985 -0.234
H -2.342 -1.562 0.202
H 0.486 1.794 -1.046
H 0.910 0.318 -1.508
H 2.237 1.583 0.715
H 1.764 -0.905 1.369
H 3.442 -0.548 0.427
H 2.185 -1.006 -0.443
H -2.577 0.911 -0.435
H -2.883 0.237 1.100
H -1.867 1.649 0.822
```

- Relative energy (zero: lowest compared OMol25 entry of this formula, charge and spin): 59.4 kcal per mole
- Frontier orbital gap (alpha / beta): 7.627 / 7.606 eV
- LUMO (alpha / beta): -8.8 / -8.8 eV
- Highest occupied orbital energy (alpha / beta): -16.46 / -16.45 eV
- Net charge: +2

natural (NBO) atomic charge list, values in e, 4 entries: number 1, C, carries -0.45; number 2, C, carries 0.07; number 3, N, carries -0.38; number 4, N, carries -0.45

(4)
The following is a DFT calculation (the ωB97M-V functional and the def2-TZVPD basis) of a 2-piece molecular cluster, C2H12N4O overall.

XYZ file:
```
19
C2H12N4O, DFT the ωB97M-V functional and the def2-TZVPD basis
C -0.189 1.511 -0.862
C -0.820 0.367 -0.133
N -1.916 -0.258 -0.687
N -0.377 -0.288 0.907
N -2.494 -1.331 -0.101
N 0.949 -0.010 1.388
O 2.738 -0.211 -0.548
H 0.584 1.966 -0.297
H 0.143 1.163 -1.827
H -0.944 2.254 -0.891
H -2.368 0.235 -1.406
H -1.070 -0.453 1.688
H -1.784 -1.969 0.169
H -3.320 -1.706 -0.543
H 3.650 -0.010 -0.407
H 2.115 0.086 0.293
H 1.066 0.688 2.195
H 1.445 -0.852 1.805
H 2.593 -1.180 -0.743
```

- Relative energy (zero: lowest compared OMol25 entry of this formula, charge and spin): 73.3 kcal per mole
- Frontier orbital gap: 9.685 eV
- LUMO: -7.5 eV
- Highest occupied orbital energy: -17.21 eV
- Net charge: +2

natural (NBO) atomic charge list, values in e, 4 entries: number 1, C, carries -0.69; number 2, C, carries 0.50; number 3, N, carries -0.28; number 4, N, carries -0.44

(5)
The following is a DFT calculation (the ωB97M-V functional and the def2-TZVPD basis) of a 4-piece molecular cluster, C2H12NO3 overall.

XYZ file:
```
18
C2H12NO3, DFT the ωB97M-V functional and the def2-TZVPD basis
C -1.447 -2.232 -0.474
C -1.455 -1.786 0.813
N -1.262 -1.469 -1.724
H -1.758 -3.201 -0.770
H -1.713 -2.749 1.398
H -1.940 -0.946 1.408
H -0.365 -1.455 -2.258
H -1.483 -0.510 -1.757
H -1.930 -1.918 -2.491
H 2.725 1.315 1.283
H 1.292 1.508 0.917
O 2.039 0.975 0.536
H -0.281 3.506 3.410
H 0.368 4.643 2.478
O 0.006 3.646 2.481
H 2.300 -0.439 -2.115
H 1.411 -0.044 -0.893
O 1.407 -0.286 -1.839
```

- Relative energy (zero: lowest compared OMol25 entry of this formula, charge and spin): 72.7 kcal per mole
- Frontier orbital gap: 10.534 eV
- LUMO: -3.7 eV
- Highest occupied orbital energy: -14.18 eV
- Net charge: +1

natural (NBO) atomic charge list, values in e, 4 entries: number 1, C, carries -0.05; number 2, C, carries -0.36; number 3, N, carries -0.72; number 4, H, carries 0.22

(6)
The following is a DFT calculation (the ωB97M-V functional and the def2-TZVPD basis) of a 4-piece molecular cluster, C2H12NO3 overall.

XYZ file:
```
18
C2H12NO3, DFT the ωB97M-V functional and the def2-TZVPD basis
C -0.281 -0.083 -1.128
C -0.153 -1.707 0.655
N -0.696 -1.288 -0.410
H 0.073 -0.344 -2.108
H 0.583 0.300 -0.607
H -1.139 0.568 -1.281
H 0.411 -1.039 1.288
H -0.264 -2.736 0.973
H -1.470 -1.818 -0.800
H 3.039 3.757 2.117
H 1.850 4.655 2.646
O 2.127 3.768 2.406
H -4.143 1.267 -0.539
H -4.624 0.180 -1.418
O -3.888 0.379 -0.824
H 2.936 -2.405 0.289
H 3.180 -1.634 -0.939
O 2.460 -1.819 -0.320
```

- Relative energy (zero: lowest compared OMol25 entry of this formula, charge and spin): 34.3 kcal per mole
- Frontier orbital gap: 9.199 eV
- LUMO: -4.5 eV
- Highest occupied orbital energy: -13.74 eV
- Net charge: +1

natural (NBO) atomic charge list, values in e, 4 entries: number 1, C, carries -0.43; number 2, C, carries 0.16; number 3, N, carries -0.38; number 4, H, carries 0.24

(7)
The following is a DFT calculation (the ωB97M-V functional and the def2-TZVPD basis) of a 4-piece molecular cluster, C2H12NO3 overall.

XYZ file:
```
18
C2H12NO3, DFT the ωB97M-V functional and the def2-TZVPD basis
C -1.275 -0.985 1.517
C -0.803 -0.675 2.769
N -0.369 -0.710 0.388
H -2.270 -1.211 1.132
H -1.461 -0.720 3.651
H 0.010 0.061 2.881
H -0.589 -1.592 -0.152
H -0.484 0.341 0.016
H 0.647 -0.812 0.582
H -1.008 1.902 -1.539
H -1.402 2.478 -0.150
O -0.882 1.783 -0.585
H 3.552 3.776 -1.833
H 2.815 3.688 -3.189
O 2.863 3.300 -2.313
H 0.106 -3.567 -1.801
H 0.675 -3.730 -0.495
O -0.124 -3.327 -0.881
```

- Relative energy (zero: lowest compared OMol25 entry of this formula, charge and spin): 31.1 kcal per mole
- 2S+1: 2
- Frontier orbital gap (alpha / beta): 5.127 / 1.456 eV
- LUMO (alpha / beta): -10.9 / -14.6 eV
- Highest occupied orbital energy (alpha / beta): -16.02 / -16.02 eV
- Net charge: +2

natural (NBO) atomic charge list, values in e, 4 entries: number 1, C, carries 0.28; number 2, C, carries 0.00; number 3, N, carries -0.81; number 4, H, carries 0.29

(8)
The following is a DFT calculation (the ωB97M-V functional and the def2-TZVPD basis) of a 4-piece molecular cluster, C2H12NO4 overall.

XYZ file:
```
19
C2H12NO4, DFT the ωB97M-V functional and the def2-TZVPD basis
C -0.390 -1.800 0.774
O -1.582 -1.284 1.187
C 0.703 -0.646 0.605
N 0.170 0.711 0.573
H 0.031 -2.441 1.583
H -0.435 -2.456 -0.120
H 1.298 -0.776 1.507
H 1.372 -0.739 -0.253
H -0.751 0.715 0.127
H -0.100 0.974 1.514
H -3.370 0.479 0.632
H -2.360 -0.472 0.081
O -2.888 0.377 -0.205
H -0.305 3.292 -0.759
H 0.748 2.271 -0.397
O 0.633 3.125 -0.862
H 2.733 -0.662 -0.986
H 2.599 -1.285 -2.434
O 3.209 -0.961 -1.770
```

- Relative energy (zero: lowest compared OMol25 entry of this formula, charge and spin): 26.3 kcal per mole
- Frontier orbital gap: 7.569 eV
- LUMO: 3.8 eV
- Highest occupied orbital energy: -3.76 eV
- Net charge: -1

natural (NBO) atomic charge list, values in e, 4 entries: number 1, C, carries -0.04; number 2, O, carries -0.94; number 3, C, carries -0.23; number 4, N, carries -0.89

- net charge of number 1 (C2H12N3PtS)?
  +1